Below is C54H39Cl2GeN2O12OsP as an isolated structure in a non-equilibrium geometry, with properties calculated with ωB97M-V/def2-TZVPD.

Geometry as XYZ:
```
112
Properties=species:S:1:pos:R:3:forces:R:3:mulliken_charge:R:1
Os -0.300489 -0.188677 0.099184 2.34 -1.56 -1.41 2.19
Ge -2.483124 -2.797626 -0.938414 0.39 0.28 -0.51 4.33
Cl 3.454597 2.748596 0.749229 0.52 -0.10 0.16 -0.23
Cl 1.991153 4.760641 -0.675538 -0.02 0.43 -0.39 -0.22
P 1.345901 -1.563778 1.054520 -1.11 0.89 -1.05 2.30
O 5.253762 -1.668846 -6.806699 -0.61 0.54 1.34 -0.68
O -6.992378 4.878853 0.756333 0.79 -0.66 -0.52 -0.66
O 0.230817 3.764750 1.405308 -0.33 0.66 0.25 -0.73
O -2.027677 1.096661 -0.312161 0.02 0.40 -0.08 -0.73
O -0.580872 -0.182432 4.445943 -0.20 0.31 0.53 -0.88
O -2.692223 -0.687171 0.782875 -0.39 0.56 0.78 -0.54
O -0.005398 -2.185286 -2.163346 1.53 -0.38 -1.44 -0.27
O -5.781510 4.421384 -0.987567 -0.32 -0.22 1.08 -0.61
O 1.094053 -0.241237 -2.250005 0.03 -0.32 -0.57 -0.67
O 5.191348 -0.292010 -5.108257 -0.66 -1.34 -0.92 -0.59
O -0.276540 -1.114199 2.434869 -0.48 -0.12 0.56 -0.48
O 0.568334 1.583687 1.052805 0.16 -0.09 0.34 -0.42
N -6.153660 4.180839 0.164913 -0.96 1.91 -1.23 1.03
N 4.732247 -1.250275 -5.752905 2.67 1.55 -1.06 1.04
C -1.346638 -4.993022 -2.645051 0.05 0.10 0.04 -0.49
C -4.205699 -1.837575 -1.243682 0.49 -0.49 0.09 -0.86
C 4.977136 -1.395537 -1.830467 0.09 -0.07 -0.02 -0.68
C -1.333787 -5.928174 -3.663753 0.17 -0.07 -0.04 -0.55
C 0.944530 -1.388125 -2.660550 -1.35 0.83 1.76 0.13
C 0.426253 -5.078936 2.969784 0.04 -0.04 0.11 -0.91
C 0.230874 -5.950432 1.914337 0.04 -0.11 -0.09 -0.69
C -4.050109 1.244220 0.933346 -0.17 -0.05 0.31 0.16
C 3.436458 -2.832194 -0.665235 -0.18 0.00 0.17 -0.91
C 3.270281 -0.463074 -0.448616 -0.06 0.03 0.02 1.15
C -2.433141 -6.062635 -4.494340 -0.07 -0.10 -0.15 -0.73
C -4.631960 0.820229 2.128421 0.03 0.18 -0.23 -0.36
C -3.540677 -5.257586 -4.286854 -0.10 -0.08 -0.22 -0.73
C -3.538506 -4.317791 -3.270491 -0.08 0.09 0.04 -0.65
C 1.731309 -1.992960 -3.745221 0.12 -0.86 -0.76 0.12
C 1.309558 -3.189642 -4.353672 0.32 0.73 0.28 -0.55
C -5.329187 -2.120599 -0.479872 0.03 -0.16 0.06 -0.58
C 3.137888 -3.076326 -5.909762 0.57 0.69 0.19 -0.61
C -2.853118 0.506535 0.433153 0.15 -0.86 -0.31 0.19
C 2.789841 -1.731870 -0.121744 -0.03 0.00 0.21 -0.05
C -2.650225 -3.950700 0.685485 0.01 0.43 -0.72 0.06
C -5.462449 -0.099775 -2.350607 -0.09 0.18 -0.05 -0.81
C 4.514671 -2.660620 -1.522722 0.20 -0.10 -0.13 -0.78
C 3.581612 -1.895878 -5.282322 -2.22 -1.39 0.65 -0.44
C 3.711579 -1.020216 2.546035 0.02 -0.01 0.09 -0.71
C 0.707973 -4.175667 0.376901 0.11 0.05 0.09 -0.08
C 2.017002 -3.712804 -5.424943 -0.12 -0.12 0.03 -0.66
C 0.376922 -5.497876 0.614951 0.11 -0.10 0.00 -0.76
C -4.548841 2.351955 0.271079 -0.30 0.38 0.01 0.34
C -6.569675 -0.379830 -1.567862 -0.13 0.06 -0.07 -0.47
C 0.120356 -0.567513 3.526177 -0.09 -0.30 -0.29 0.26
C 2.870405 -1.354946 -4.211435 0.40 0.17 -0.30 -0.26
C -5.682434 1.532667 2.684121 0.00 0.00 0.02 -0.89
C 3.673658 -0.219521 4.817130 0.07 -0.02 0.03 -0.68
C -2.965541 -4.272221 3.047718 -0.07 -0.05 0.21 -0.79
C -2.706788 -3.438417 1.972948 0.03 0.23 0.05 0.18
C 0.757989 2.813102 0.878409 0.41 -0.23 -0.42 -0.05
C 4.356131 -0.285872 -1.275365 0.06 0.02 0.01 -0.33
C 4.376535 -0.641600 3.699046 0.16 0.04 0.03 -0.70
C 1.958062 3.093046 -0.133948 -0.69 -0.33 0.39 1.05
C -2.440223 -4.160867 -2.434977 -0.25 0.37 0.58 -0.36
C -0.980178 -1.507819 -1.358844 -1.75 0.40 1.74 -1.89
C 0.786715 -3.765847 2.736051 0.10 -0.01 -0.09 -0.72
C -5.617613 3.054789 0.829332 0.73 -1.64 1.00 -0.44
C 0.931129 -3.301363 1.434469 0.24 0.08 -0.08 1.24
C 2.322623 -0.990138 2.496127 0.05 -0.03 0.15 0.92
C -3.075897 -6.153348 1.576819 -0.08 -0.19 0.05 -0.83
C -6.169724 2.656113 2.050167 -0.15 0.38 -0.33 -0.41
C -4.296605 -0.827174 -2.190425 0.18 -0.02 -0.17 -0.18
C 2.294745 -0.151527 4.765233 -0.13 0.00 -0.01 -0.84
C -2.824599 -5.317192 0.504544 -0.16 -0.05 -0.18 -0.31
C -6.504003 -1.406862 -0.642318 -0.15 -0.01 0.13 -0.79
C 1.625747 -0.540719 3.615581 -0.01 0.00 -0.18 -0.27
C -3.160844 -5.628657 2.854419 -0.04 -0.09 0.05 -0.53
H -4.408895 -3.693486 -3.113611 -0.09 0.02 -0.05 0.25
H -7.368968 -1.643632 -0.036377 -0.04 0.00 0.07 0.36
H 1.917758 2.437555 -1.007277 0.01 0.10 0.19 -0.31
H 3.221656 -0.435743 -3.767807 -0.15 0.01 0.12 0.84
H 0.220508 -6.179719 -0.209364 -0.08 -0.04 -0.10 0.45
H -3.370348 -6.280093 3.693520 0.01 -0.01 0.07 0.32
H 3.115436 -3.832384 -0.417387 -0.05 -0.14 0.05 0.54
H -0.055996 -6.974699 2.101332 -0.04 -0.11 0.02 0.36
H 0.285496 -5.418554 3.985533 -0.01 -0.06 0.12 0.38
H 4.205141 0.038378 5.724557 0.01 0.11 0.02 0.36
H 2.766249 0.388967 -0.009786 0.02 0.06 -0.06 -1.14
H -2.769970 -5.731550 -0.492538 -0.02 -0.11 -0.04 0.32
H -1.467298 -0.786238 -2.043451 -0.05 -0.25 -0.09 1.02
H -3.438319 -0.592719 -2.805416 0.05 0.07 -0.05 0.38
H 4.283528 -1.335089 1.688181 0.08 -0.07 0.00 0.41
H -4.231695 -0.049468 2.624996 0.12 -0.11 -0.03 0.60
H 1.673313 -4.628241 -5.886493 0.00 -0.01 -0.06 0.48
H 0.941463 -3.101412 3.571116 0.01 0.09 0.06 0.26
H -7.478337 0.198218 -1.678776 -0.03 0.03 -0.01 0.38
H -3.197557 -7.217641 1.418037 -0.04 -0.06 -0.03 0.36
H -6.115936 1.218146 3.623792 0.00 0.00 0.02 0.41
H 0.416478 -3.673234 -3.996683 -0.13 -0.07 0.09 0.58
H -5.269824 -2.906549 0.259680 -0.06 -0.09 0.15 0.38
H 5.004583 -3.526000 -1.948080 0.03 -0.11 -0.05 0.40
H 0.793540 -3.800185 -0.632184 -0.01 0.00 -0.13 -0.07
H -0.457425 -6.544600 -3.812406 0.07 -0.12 -0.02 0.47
H -2.550172 -2.382912 2.117813 0.09 0.16 0.16 0.12
H 5.800399 -1.265263 -2.514186 0.20 0.00 -0.09 0.36
H -3.019402 -3.860858 4.046038 0.05 0.09 0.08 0.40
H -4.117553 2.685477 -0.658904 0.14 -0.03 -0.03 0.73
H -2.426481 -6.790592 -5.295943 -0.01 -0.03 -0.02 0.33
H -4.409465 -5.357498 -4.924079 -0.06 -0.03 -0.06 0.39
H -0.489834 -4.902216 -1.997091 0.19 -0.01 0.08 0.44
H 1.708027 0.187756 5.604379 -0.11 0.03 0.11 0.51
H 3.688111 -3.448821 -6.760142 0.01 -0.06 0.02 0.50
H -5.498831 0.702616 -3.073907 -0.02 0.08 -0.08 0.39
H -6.973487 3.241794 2.470201 -0.03 -0.03 0.01 0.50
H 5.457551 -0.666179 3.718455 0.10 -0.05 0.02 0.42
H 4.720360 0.707465 -1.488884 0.01 0.17 -0.04 0.52
```
Forces are in eV/Å.

Computed properties:
F_max in eV Å⁻¹: 3.27
Kohn-Sham gap in eV: 3.83
Molar mass in g/mol: 1272.63
Net charge: -2
LUMO energy in eV: 2.43

***

Below is C54H39ClI2N8O3P2S2Se2Zr as an isolated structure in a non-equilibrium geometry, with properties calculated with ωB97M-V/def2-TZVPD.

Geometry as XYZ:
```
114
Properties=species:S:1:pos:R:3:forces:R:3:mulliken_charge:R:1
I 3.439323 3.086587 3.263951 0.08 -0.08 -0.09 -0.04
I 9.107632 1.341582 2.243657 -0.08 0.01 -0.03 -0.03
Zr 1.611170 0.909996 -0.604562 1.39 -1.47 -1.75 -0.07
Se -5.166638 0.211715 2.750520 0.14 -0.02 0.22 -0.46
Se 1.104071 -0.258637 3.518810 0.17 0.11 -0.05 -0.22
Cl 2.617216 3.872732 -4.537435 0.12 -0.01 0.13 -0.25
S 2.243522 -1.596536 0.433143 0.21 0.12 -0.04 -0.30
S 1.179787 -1.129679 -2.609953 -0.11 0.31 0.02 -0.47
P -4.281666 0.004398 0.858267 0.06 -0.14 -0.02 0.96
P -0.606494 -1.024212 2.583266 -0.22 -0.13 -0.27 0.43
O 3.068510 1.228279 0.789680 0.46 -0.22 0.71 1.42
O 0.690162 2.502439 0.318025 -0.38 0.52 0.25 -0.07
O -0.572032 3.335064 1.786932 0.03 0.22 0.03 -0.60
N -0.364002 0.008663 0.023537 -1.41 0.08 0.86 1.05
N -0.102680 -7.105656 -3.402107 0.00 0.01 -0.02 -0.69
N 3.238549 2.863919 -1.181746 -0.21 0.30 0.13 1.79
N -1.066560 0.415777 -1.028321 0.16 0.07 0.39 -0.42
N 0.022744 2.355288 1.456840 -0.16 0.16 0.08 0.42
N -2.321784 0.491291 -0.741249 -0.10 -0.11 -0.14 -0.57
N 2.187551 -7.704981 -0.068878 -0.03 0.02 0.04 -0.69
N 3.863024 0.249726 -1.731350 0.16 0.22 0.02 -0.01
C -4.907645 3.666552 -0.788657 0.01 -0.04 0.03 -0.62
C -6.564671 2.199348 -1.727265 0.01 0.01 0.02 -0.64
C -3.368495 -2.292241 5.330908 -0.05 0.03 -0.05 -0.76
C -0.511925 -2.758494 2.017871 0.10 0.07 -0.05 0.50
C 6.164616 2.024223 2.506027 -0.03 -0.07 -0.06 -0.16
C -1.912508 -1.068282 3.853961 -0.05 0.08 -0.02 0.46
C 5.427147 3.528020 -1.846749 0.03 0.13 -0.06 -0.97
C 1.261612 -2.706649 -1.897921 0.07 -0.05 0.08 1.03
C 0.399641 -4.965237 2.322721 -0.11 0.00 0.07 -1.28
C 4.828742 1.988908 2.149256 -0.19 -0.01 0.02 -0.38
C -1.231620 -0.192836 1.068114 0.22 -0.38 -0.25 -0.99
C -5.383110 -4.006610 -1.140717 -0.01 0.00 0.03 -0.47
C 5.276464 4.737575 -1.192449 0.06 0.00 0.00 -0.80
C 6.646609 0.588874 0.635059 -0.02 0.03 -0.03 -0.63
C 4.339894 1.226345 1.061851 0.07 0.18 0.05 -0.82
C -0.567708 3.785300 -2.115273 0.03 0.01 0.14 -0.32
C -1.289112 -3.230464 0.964547 0.02 -0.10 0.03 -0.04
C 5.304912 0.533619 0.287450 -0.07 -0.03 0.00 1.50
C 0.344040 -3.628531 2.687459 -0.05 -0.03 0.01 -0.36
C -5.847225 -3.707160 0.131641 0.02 0.03 -0.03 -0.62
C 4.378249 2.623380 -1.826103 -0.11 -0.06 -0.08 0.91
C 4.081527 5.002740 -0.545755 -0.02 0.01 -0.01 -1.05
C -2.903292 0.027125 5.755226 0.02 0.02 -0.06 -0.69
C 0.589445 3.316908 -2.772753 -0.10 -0.05 -0.07 -0.34
C 1.946747 -6.646287 -0.454077 0.01 0.15 -0.14 0.20
C 4.424128 1.314649 -2.557923 -0.08 -0.05 -0.04 -1.70
C -4.911496 1.333416 -0.209883 -0.01 0.03 0.04 0.46
C -4.598013 -3.087734 -1.827070 0.03 0.04 0.00 -0.74
C -3.536591 -1.158634 6.108884 -0.04 0.00 0.00 -0.49
C -0.380088 -5.436535 1.273121 -0.24 -0.01 0.13 -0.47
C -1.217798 -4.568021 0.590246 -0.06 0.04 0.11 -0.76
C -4.738536 -1.570031 0.040979 0.00 -0.01 -0.02 0.11
C 0.763436 -3.816628 -2.584086 -0.02 0.00 -0.06 -1.08
C 3.088531 4.037575 -0.565991 0.00 0.02 0.00 -0.66
C -2.087638 0.072186 4.638616 -0.09 -0.04 -0.01 -0.38
C 0.974400 5.663203 -3.409494 0.03 0.01 0.02 -0.66
C 1.663699 -5.321143 -0.931849 0.24 -0.06 -0.07 0.34
C 1.855162 -2.909800 -0.622989 -0.13 -0.02 -0.01 -0.14
C -2.562676 -2.247913 4.199740 0.00 0.06 -0.04 -0.28
C -2.497525 0.094720 0.548719 0.02 0.18 0.07 0.28
C -5.525302 -2.490555 0.722412 0.01 -0.05 -0.03 -0.58
C -0.911331 5.119842 -2.056623 -0.03 0.02 0.00 -0.71
C 0.936987 -5.114350 -2.114739 -0.03 -0.14 -0.04 0.63
C -4.274581 -1.871717 -1.242956 -0.02 -0.03 0.06 -0.04
C 0.367702 -6.222355 -2.831793 0.09 0.13 0.07 -0.23
C 1.293900 4.311979 -3.461095 0.01 0.00 0.00 1.07
C 7.069902 1.313461 1.735858 0.10 0.02 0.04 -0.57
C 0.944895 1.889029 -2.721454 0.29 0.13 0.11 -1.66
C -0.125280 6.084064 -2.683430 0.01 -0.06 -0.05 -0.59
C 2.107508 -4.220538 -0.208465 0.09 0.01 -0.07 -1.03
C -4.358860 2.607335 -0.086658 -0.05 0.04 -0.03 -0.28
C -6.011491 3.464674 -1.610662 -0.01 -0.02 0.00 -0.52
C -6.016831 1.132629 -1.023525 0.05 -0.02 -0.02 -0.48
C 4.895789 -0.342805 -0.871528 -0.07 0.16 0.13 -1.74
H 6.085217 5.458989 -1.181678 -0.02 -0.01 0.00 0.41
H -1.809610 -4.922516 -0.245068 0.00 0.01 0.00 0.59
H 1.593996 6.371921 -3.944839 -0.02 -0.02 -0.02 0.39
H -4.164607 -1.196819 6.992236 0.02 0.01 -0.03 0.34
H 2.139623 4.195223 -0.068044 0.00 -0.05 0.01 0.49
H -3.494721 2.766882 0.549317 -0.02 -0.01 -0.02 0.39
H 0.971627 -3.234588 3.478112 0.02 -0.02 0.00 0.41
H -3.651158 -1.159137 -1.768448 0.00 -0.01 -0.01 0.47
H -3.041314 0.918677 6.354422 0.00 -0.01 0.00 0.39
H -5.623719 -4.959781 -1.596847 0.01 0.02 0.01 0.38
H -6.445785 0.141622 -1.116333 -0.01 0.03 0.00 0.35
H -5.869331 -2.246308 1.720500 0.00 0.00 -0.01 0.27
H -1.799260 5.418227 -1.510331 0.02 -0.03 0.00 0.35
H -6.436421 4.295559 -2.161030 0.01 -0.01 0.00 0.37
H -7.424081 2.038603 -2.367087 0.01 -0.01 0.00 0.39
H -1.951733 -2.564045 0.428317 0.00 0.03 -0.05 0.21
H 5.455833 1.094297 -2.853856 0.04 -0.02 -0.05 0.45
H 1.658421 1.623751 -3.501462 -0.04 -0.04 -0.04 0.89
H -2.423709 -3.139799 3.603083 -0.01 -0.01 -0.01 0.41
H 6.483982 2.587410 3.371683 0.00 0.03 -0.04 0.41
H 0.234855 -3.656238 -3.515529 0.02 -0.01 0.01 0.52
H 2.640863 -4.378828 0.720730 -0.03 0.02 -0.04 0.55
H 6.342225 3.284816 -2.372091 -0.01 -0.04 0.03 0.49
H -4.223326 -3.322926 -2.815958 -0.01 0.01 0.02 0.42
H -1.192342 3.052726 -1.619592 0.02 -0.02 0.04 0.52
H 3.825364 1.411214 -3.465887 -0.03 0.01 0.02 0.40
H 4.496239 -1.268421 -0.470409 -0.09 -0.12 0.00 0.35
H -3.868177 -3.215916 5.597077 0.02 0.00 0.00 0.38
H 1.069655 -5.641549 2.840276 0.01 0.02 -0.01 0.34
H -4.470314 4.652643 -0.697026 0.01 0.00 -0.01 0.40
H -1.559321 0.981647 4.377811 -0.02 -0.02 0.02 0.39
H 0.053203 1.282137 -2.818040 -0.10 -0.04 -0.18 0.94
H -0.308593 -6.473805 0.967492 -0.03 0.03 0.05 0.60
H 3.448540 -0.475105 -2.313552 -0.08 -0.05 -0.03 0.33
H 5.785468 -0.579348 -1.467627 0.07 0.02 -0.01 0.38
H 3.914445 5.934025 -0.021404 -0.01 -0.02 -0.01 0.52
H 7.367256 0.048355 0.031156 -0.02 0.01 0.01 0.40
H -6.455018 -4.423389 0.671009 0.01 0.01 0.01 0.38
H -0.379989 7.135912 -2.632788 0.02 -0.02 0.01 0.36
```
Forces are in eV/Å.

Computed properties:
F_max in eV Å⁻¹: 2.67
Kohn-Sham gap in eV: 5.58
Molar mass in g/mol: 1512.45
Net charge: -2
LUMO energy in eV: 3.09

***

no.,HOMO (eV)
1,-1.40
2,-2.49